No. 1
C24H16BClN4O4 in the gas phase in a non-equilibrium geometry. Source: the Open Molecules 2025 dataset; level of theory: ωB97M-V/def2-TZVPD.

Structure (SMILES): N#Cc1ccc2c(c1)N(c1cccc(B(O)O)c1)[C@H]1NC(=O)N(c3ccc(Cl)cc3)C(=O)C1=C2
Total charge: 0
Energy (hartree): -1929.3364
LUMO energy (hartree): -0.0386
Multiplicity: 1
Gap between HOMO and LUMO (hartree): 0.2691

Last column: Löwdin charge in e.
Atoms and positions in Å:
N (6.291, 2.891, -1.064)  0.168
C (5.360, 2.220, -1.271)  -0.178
C (4.221, 1.482, -1.596)  -0.225
C (3.966, 1.114, -2.914)  -0.031
C (2.811, 0.451, -3.206)  -0.020
C (1.868, 0.092, -2.244)  -0.116
C (2.101, 0.479, -0.892)  -0.119
C (3.265, 1.175, -0.621)  0.049
N (1.189, 0.197, 0.121)  0.043
C (1.353, 0.707, 1.465)  -0.208
C (1.483, -0.166, 2.520)  -0.017
C (1.730, 0.310, 3.773)  -0.075
C (1.871, 1.642, 4.023)  -0.032
C (1.698, 2.550, 2.986)  -0.083
B (1.988, 4.081, 3.074)  -0.576
O (1.884, 4.789, 4.250)  0.163
O (2.239, 4.685, 1.833)  0.136
C (1.428, 2.082, 1.720)  0.026
C (0.040, -0.658, -0.186)  -0.191
N (-1.201, -0.177, 0.476)  0.169
C (-2.459, -0.561, 0.038)  -0.407
O (-3.425, -0.200, 0.713)  0.056
N (-2.560, -1.390, -1.091)  0.140
C (-3.706, -2.217, -1.232)  -0.167
C (-4.898, -1.852, -0.631)  -0.007
C (-5.967, -2.725, -0.567)  -0.096
C (-5.883, -4.002, -1.122)  -0.668
Cl (-7.372, -4.870, -1.310)  0.663
C (-4.678, -4.412, -1.675)  -0.083
C (-3.660, -3.481, -1.792)  -0.013
C (-1.478, -1.607, -1.958)  -0.330
O (-1.563, -2.242, -3.008)  0.084
C (-0.197, -1.001, -1.621)  -0.057
C (0.703, -0.710, -2.581)  0.085
H (4.662, 1.353, -3.684)  0.115
H (2.613, 0.120, -4.206)  0.117
H (3.486, 1.485, 0.389)  0.124
H (1.335, -1.230, 2.370)  0.125
H (1.720, -0.408, 4.585)  0.115
H (2.044, 1.993, 5.031)  0.114
H (1.635, 4.299, 5.062)  0.115
H (2.374, 5.649, 1.959)  0.123
H (1.352, 2.793, 0.909)  0.131
H (0.253, -1.600, 0.311)  0.148
H (-1.126, 0.164, 1.420)  0.141
H (-4.926, -0.854, -0.205)  0.104
H (-6.927, -2.404, -0.204)  0.099
H (-4.571, -5.370, -2.154)  0.108
H (-2.808, -3.753, -2.384)  0.099
H (0.441, -0.912, -3.607)  0.134

---

No. 2
CH5INPS in the gas phase in a non-equilibrium geometry. Source: the Open Molecules 2025 dataset; level of theory: ωB97M-V/def2-TZVPD.

Structure (SMILES): C[P@@](N)(=S)I
Total charge: 0
Energy (hartree): -1133.1510
LUMO energy (hartree): 0.0047
Multiplicity: 1
Gap between HOMO and LUMO (hartree): 0.3379

Last column: Löwdin charge in e.
Atoms and positions in Å:
C (0.799, 1.092, 0.215)  -0.330
P (-0.481, -0.029, -0.480)  -0.203
N (-0.799, -1.146, 0.736)  -0.196
S (-2.000, 0.711, -1.371)  0.175
I (1.074, -1.261, -1.979)  0.372
H (1.514, 1.387, -0.592)  0.030
H (0.256, 1.969, 0.616)  0.047
H (1.428, 0.672, 0.977)  0.031
H (-1.684, -1.550, 0.864)  0.023
H (-0.107, -1.845, 1.014)  0.052

---

No. 3
A gas-phase ion, C4H13N3 (charge +2) in a non-equilibrium geometry. Source: the Open Molecules 2025 dataset; level of theory: ωB97M-V/def2-TZVPD.

Structure (SMILES): N/C=C(\[NH3+])CC[NH3+]
Total charge: +2
Energy (hartree): -323.8393
LUMO energy (hartree): -0.2475
Multiplicity: 1
Gap between HOMO and LUMO (hartree): 0.3625

Last column: Löwdin charge in e.
Atoms and positions in Å:
N (1.578, 1.428, 2.108)  0.113
C (0.838, 1.074, 1.025)  -0.125
C (0.603, -0.161, 0.576)  -0.214
N (1.018, -1.286, 1.510)  0.249
C (-0.087, -0.710, -0.656)  -0.115
C (-0.845, 0.394, -1.432)  -0.112
N (-2.108, -0.075, -2.118)  0.218
H (1.394, 2.318, 2.539)  0.125
H (2.465, 0.991, 2.299)  0.117
H (0.451, 1.878, 0.405)  0.137
H (1.841, -1.023, 2.038)  0.153
H (0.315, -1.518, 2.214)  0.188
H (1.280, -2.126, 0.986)  0.180
H (0.645, -1.133, -1.350)  0.137
H (-0.791, -1.442, -0.253)  0.129
H (-0.190, 0.807, -2.195)  0.148
H (-1.140, 1.200, -0.765)  0.125
H (-2.175, -1.097, -2.184)  0.180
H (-2.128, 0.232, -3.090)  0.182
H (-2.963, 0.249, -1.658)  0.186

---

No. 4
2 unconnected molecules or ions with the total composition C2H5ClOS in a non-equilibrium geometry. Source: the Open Molecules 2025 dataset; level of theory: ωB97M-V/def2-TZVPD.

Total charge: 0
Energy (hartree): -1012.7014
LUMO energy (alpha / beta) (hartree): -0.0190 / -0.0190
Multiplicity: 1
Gap between HOMO and LUMO (alpha / beta) (hartree): 0.3154 / 0.3154

Last column: Löwdin charge in e.
Atoms and positions in Å:
C (0.922, 0.187, 1.045)  -0.339
C (-1.158, -0.540, -0.723)  -0.895
O (-0.444, -1.173, 0.098)  -0.255
S (1.396, 1.259, -0.212)  0.791
Cl (-2.271, 0.534, 0.146)  0.543
H (1.450, -0.536, 1.641)  0.054
H (-0.052, 0.682, 1.446)  0.036
H (-1.884, -1.265, -1.189)  0.093
H (-0.592, -0.017, -1.534)  0.054
H (2.633, 0.868, -0.718)  -0.082

---

Question: The lowest energy belongs to which entry?
Answer: C24H16BClN4O4

---

Question: Look up the energy of the fourth one.
Answer: -1012.7014 hartree

---

Question: What is the multiplicity in the fourth record?
Answer: 1